1.
3 unconnected molecules or ions with the total composition C41H64BrN3O8 at a distorted geometry. Source: the Open Molecules 2025 dataset; level of theory: ωB97M-V with the def2-TZVPD basis set.

The geometry in XYZ format:
```
117
Properties=species:S:1:pos:R:3:forces:R:3:lowdin_charge:R:1
H 4.5440 4.7205 1.8771 -0.0087 0.0026 -0.1106 0.0812
H -8.3391 -0.8377 -0.0012 0.0853 0.0051 0.1370 0.1067
H 0.1875 -1.9480 -5.1496 -0.0506 -0.0473 -0.1313 0.0849
C 8.0515 3.8331 4.9725 0.2521 -0.0226 0.0484 -0.2293
O 4.8561 1.8146 -3.1830 0.0563 -0.0525 -0.0381 -0.1571
O 4.1361 2.8984 2.8086 -0.0160 0.0957 -0.1492 -0.1989
H -11.0996 -2.8916 -2.3312 -0.0252 0.0226 0.0163 0.0880
C 4.0531 -0.0733 -1.0243 -0.0826 -0.3691 -0.2019 -0.2602
H 5.1942 2.2439 1.1334 0.0367 0.1452 -0.0734 0.0999
H 0.4379 -2.1774 -3.4298 0.0270 0.0639 0.1609 0.0829
C 8.2373 3.7286 3.4614 -0.0826 0.1410 -0.1686 -0.2013
H 1.2568 0.2960 -1.7809 0.1416 -0.3185 0.1297 0.1093
C 4.5395 -1.8134 -2.6376 -0.0786 0.4050 -0.2766 0.0660
O 0.5101 0.4554 -4.5319 0.5029 0.5385 0.0210 0.0997
C -0.8588 -3.8558 0.8692 -0.5081 0.0441 -0.1404 -0.2209
H -6.9887 -1.7480 -3.4586 0.1447 0.0222 -0.1120 0.0791
C 0.3957 0.5907 -1.1785 -0.4453 0.5349 -0.4492 -0.1794
H 2.8581 1.4485 0.7812 0.1975 -0.0665 0.0309 0.0687
H 5.6064 3.7379 5.6033 -0.0019 -0.0325 -0.0665 0.0878
C 4.3078 -2.7930 -1.5597 -0.2151 0.3436 0.0256 -0.3446
H 3.0579 2.1754 -2.1814 0.0477 -0.0444 0.1204 0.0666
H 0.4153 -3.8462 2.5649 0.1289 -0.0315 0.1563 0.0600
H -5.3518 -2.2495 -2.9415 -0.0066 0.0464 -0.0483 0.0760
C 3.7400 3.9868 1.9979 -0.0405 -0.0590 0.1208 -0.1089
C 5.8870 4.7711 5.3842 0.0746 0.2088 0.0633 -0.1014
H -4.1501 -4.2539 1.6748 -0.0036 -0.0026 0.1407 0.1018
C 1.4440 -2.8959 0.9239 0.5122 0.5683 -0.0734 -0.1527
C 4.4215 -0.5044 -2.4123 0.0110 -0.1570 -0.1664 -0.0687
H -9.5652 -2.1151 -2.7105 0.0932 -0.0457 0.0966 0.0711
C 4.6820 0.4696 -3.5436 -0.1206 0.4464 -0.0666 -0.1602
H 5.5721 0.1703 -4.0911 0.1851 -0.0913 0.0992 0.1360
H 5.4690 5.4159 6.1580 0.0341 -0.0084 0.0170 0.0869
H -4.4132 -3.6307 -0.7493 -0.2109 -0.1111 0.2443 0.0881
C 5.1025 2.0412 2.1947 0.0973 -0.1576 0.4391 -0.2189
H -2.3353 1.1706 -4.5386 0.0660 0.2793 0.0640 0.0927
C -6.4192 -1.1065 -0.8570 -0.0842 -0.1078 0.4257 -0.2171
C 0.8462 1.5028 -0.0501 0.6466 -0.2955 -0.0954 -0.1448
H -1.3524 1.7863 -1.5919 -0.1695 0.0182 -0.0460 0.1205
H 8.9947 2.9655 3.2552 -0.0181 -0.0385 0.0338 0.1174
C -3.2787 -4.0424 1.0722 0.1071 -0.0153 -0.3822 -0.0717
H -5.6766 -0.5748 -1.4593 -0.0730 -0.0237 -0.1232 0.1190
C -3.4472 -3.7148 -0.2707 0.6344 0.1915 -0.1801 -0.0807
C -1.0423 -3.5116 -0.4715 -0.2495 -0.0125 -0.1292 -0.0301
C -9.4968 0.9455 -1.6298 0.1094 -0.0049 -0.1974 -0.2001
H 4.8115 -2.1628 -3.6251 0.2848 -0.2540 0.0508 0.1360
Br -0.1189 -2.3672 4.8025 0.0641 -0.1068 -0.0783 0.7122
C 0.2351 -1.0784 2.1966 0.9086 -0.3217 0.4246 -0.1474
H -9.3683 1.7951 -0.9516 -0.0028 -0.0266 0.0468 0.1173
H -5.9470 -1.3706 0.0938 0.0346 0.0216 -0.0149 0.1188
H 2.5406 -4.3328 -0.2245 0.0830 -0.0419 0.0448 0.1321
O 4.4868 0.9348 -0.5326 0.2118 0.4109 -0.0209 0.1182
C 2.1641 -0.5892 0.6031 0.1572 0.1888 0.5204 -0.0908
H -1.2017 -2.2022 -4.0366 -0.0994 0.0004 -0.0420 0.0702
H -0.1257 -0.2959 -0.8244 0.1885 -0.2166 0.1886 0.1186
H 5.4484 5.0755 4.4299 -0.0744 -0.1236 -0.0178 0.0713
H 1.8409 -1.3179 3.6317 0.0437 -0.3902 0.2178 0.0950
C 2.4379 -3.2848 0.0303 0.0195 -0.3512 0.0308 0.0465
C 0.5251 -3.9378 1.4897 -0.4745 -0.0273 -0.3851 -0.0941
H 3.8504 0.4022 -4.2557 -0.1361 -0.1510 0.0170 0.1315
C 3.6387 2.5054 -3.0468 -0.3664 0.0701 -0.1091 -0.0940
H -7.3099 0.6062 0.0603 -0.0261 0.0108 0.0115 0.1240
H -2.4110 -3.1918 -2.0840 -0.0368 0.0509 -0.1036 0.0850
C 1.9501 0.8810 0.8838 -0.8557 0.0177 -0.4214 -0.1000
H -3.0226 1.2146 -2.8826 0.0012 0.1956 0.0423 0.0819
H -6.6320 -3.4576 -3.1544 -0.0348 -0.0106 0.0630 0.0910
H 0.7498 0.1828 5.4001 0.1958 0.1245 0.0917 0.0557
H -9.7748 1.3582 -2.6026 -0.0409 0.0374 0.0263 0.1187
H -8.3111 -0.4682 -2.4591 0.0041 -0.0023 -0.0181 0.0666
N -1.1866 0.2229 -2.9805 -0.0160 0.6301 0.3496 -0.1340
H -3.0492 -0.2616 -3.8013 -0.0360 -0.0271 -0.1222 0.0765
C -0.2295 -1.7353 -4.1718 -0.2273 -0.2427 -0.0081 0.0174
O -11.1083 -0.8798 -2.0566 0.0984 -0.0578 0.0675 -0.1776
C 0.7888 -1.0588 3.6540 -0.1860 0.6131 -0.3145 -0.6860
H -0.0104 1.8133 0.5463 -0.1003 0.0713 -0.0077 0.1107
O -6.8190 -2.3298 -1.4706 0.2334 0.0761 -0.2518 -0.2030
H -0.0811 -0.0644 1.9881 -0.3520 -0.0064 -0.2601 0.0992
C 3.2780 -2.3740 -0.5776 -0.2526 0.3523 0.2855 -0.0823
H 8.6473 4.6809 3.1159 0.0563 -0.0134 0.0295 0.1182
H -10.4827 -0.3446 -0.1556 0.0908 -0.0809 -0.0429 0.1109
H 2.8995 4.4751 2.4906 0.0100 -0.0210 0.0317 0.0902
H 3.8495 3.5635 -2.9365 0.1780 0.0794 0.0864 0.0949
C 1.3096 -1.5262 1.2217 0.1152 -0.2148 -0.3889 -0.1034
H 1.4159 0.9903 3.9815 0.0407 0.1104 -0.1212 0.0708
H 3.4161 3.6489 1.0078 0.0437 0.0431 -0.0363 0.0786
H 6.3799 4.1756 2.7978 -0.0135 0.0152 -0.0301 0.0682
C -7.6212 -0.2320 -0.5701 -0.0944 -0.0216 -0.2295 -0.2145
H 4.7367 1.0166 2.3083 -0.0038 -0.0046 -0.0553 0.1197
H 1.2807 2.3901 -0.5113 -0.1319 0.2541 0.0915 0.1042
H 1.5979 1.0058 1.8967 0.2292 0.0535 0.2621 0.0826
C 3.1496 -1.0125 -0.2982 -0.5217 -0.3006 0.2755 -0.0321
H 3.0040 2.3780 -3.9298 0.0277 -0.0543 -0.1139 0.0910
H -0.5975 -1.7651 2.1273 -0.3371 0.1616 -0.0193 0.0854
H -0.0245 1.9913 -2.7634 -0.1364 0.2559 -0.0041 0.1197
C -2.3139 -3.4509 -1.0404 0.1118 -0.1159 0.5508 -0.0710
C 0.6481 0.3024 4.3250 -0.1798 -0.2915 0.3546 -0.1537
H -0.1948 -3.2777 -1.1039 0.1246 -0.0220 0.0831 0.1016
C -2.4544 0.6313 -3.5967 -0.1113 -0.8441 -0.0765 -0.0502
H -1.9274 -4.3933 2.6729 0.2119 0.0417 0.0589 0.1033
H -10.0557 -2.3451 -1.0076 0.0651 0.0307 0.0034 0.0886
C -2.0009 -4.1209 1.6279 -0.3339 -0.0087 -0.1656 -0.0453
O 7.2909 4.9512 5.3914 -0.0916 -0.0981 -0.0187 -0.1788
C -10.4089 -2.1098 -2.0146 -0.1641 0.0174 -0.1523 -0.0995
C 6.4417 2.1540 2.8926 -0.0579 0.2468 0.0746 -0.2059
H 7.6505 2.9107 5.4094 -0.1186 0.0127 -0.0539 0.1100
H 0.9246 -4.9282 1.2715 0.1474 -0.0410 0.1078 0.1287
H 6.2718 1.9843 3.9652 -0.0058 -0.1615 -0.0178 0.1054
N 7.0640 3.4480 2.6389 -0.0212 -0.0905 0.1412 -0.0483
C -10.6711 0.1039 -1.1385 -0.1398 0.1915 0.0603 -0.2290
H 7.1021 1.3632 2.5246 0.0172 0.0018 0.0073 0.1257
H -11.5185 0.7821 -1.0097 -0.0078 -0.0134 -0.0053 0.1209
C -6.4238 -2.4405 -2.8259 -0.1319 -0.0476 0.1282 -0.1139
H 9.0441 3.9740 5.4085 -0.0112 0.0130 0.0106 0.1200
O 4.9165 -3.8259 -1.4773 0.1586 -0.7677 -0.1197 0.1314
H -0.3400 0.7268 4.1606 -0.0792 0.0499 -0.1534 0.0844
N -8.2015 0.2915 -1.8007 -0.0418 -0.0602 0.1245 -0.0513
C -0.2604 -0.2561 -3.9457 -0.0984 -0.5114 -0.2596 -0.5095
C -0.5721 1.2736 -2.1493 0.2936 -0.3153 0.1135 -0.1768
```
Positions in Å, forces in eV/Å.

Values from the calculation:
- E_LUMO (eV) = -0.930
- SMILES = COCC1=CC(=O)c2cc(Cc3ccccc3)c(C[C@@H](C)Br)c(CCCCN(C)C(C)=O)c2C1=O.COCCNCCOC.COCCNCCOC
- HOMO-LUMO gap (eV) = 7.60

---

2.
2 unconnected molecules or ions with the total composition C6H17BF4N3O4P at a distorted geometry. Source: the Open Molecules 2025 dataset; level of theory: ωB97M-V with the def2-TZVPD basis set.

The geometry in XYZ format:
```
36
Properties=species:S:1:pos:R:3:forces:R:3:lowdin_charge:R:1
H -2.2455 -0.9499 3.0029 -0.6041 0.0962 0.2643 0.0892
O 0.8126 -0.4788 -1.3241 -0.2753 0.7605 0.2302 -0.0912
H -0.4183 -1.7181 2.2958 -0.3903 -0.0278 -0.3055 0.1634
H 1.6426 0.9897 0.5796 -0.1118 0.0417 0.4176 0.0464
O -2.8349 -1.4374 2.4048 1.0110 0.6167 0.1532 -0.1087
F 1.5555 5.7866 -2.8560 -0.0042 0.0060 -0.0388 0.1061
N 1.1351 -3.3793 1.5281 -0.2703 0.5501 0.0125 0.0819
F 0.6353 3.7698 -2.2473 -0.2954 -0.4066 -0.0465 0.0680
H -1.1924 -0.9263 -1.5462 -0.3944 0.4825 0.0560 0.1561
N 0.0398 -1.1745 1.5537 0.0748 -0.2070 1.1259 0.1676
H 0.5730 -0.4601 2.0618 0.4066 -0.0334 -0.4008 0.1913
O -0.8125 0.8908 0.9690 0.5461 -0.1611 0.0863 0.0123
H -0.0258 1.4291 -1.3594 -0.3801 0.1817 -0.2452 0.1012
F 1.0535 5.3566 -0.6521 -0.0379 -0.0496 0.1418 0.0799
H 1.9650 -3.1656 2.0729 -0.0266 -0.1607 0.2323 0.0889
H -0.9186 -3.0518 -0.3116 -0.2308 -0.1435 0.1868 0.1102
H 0.6222 -2.7517 -1.2083 -0.2783 -0.3893 -0.6129 0.1397
C -0.0722 -2.4045 -0.4583 1.3888 0.8611 -0.0378 -0.0465
H -3.5365 0.7040 -0.1068 -0.4165 -0.0132 0.1604 0.1088
H 1.8209 2.5401 -0.2465 0.1801 0.2635 -0.1338 0.0772
H 1.3822 1.2318 -2.3757 -0.2144 -0.2426 -0.5940 0.1284
F 2.7935 4.2504 -1.6678 0.0973 -0.0962 0.0457 0.0761
O -3.5145 0.3615 0.8021 0.7012 0.6634 -0.0949 -0.0977
C 1.8855 1.4685 -0.3636 -0.3376 -0.6390 0.0985 -0.0374
N -3.1467 -2.0542 -0.1228 0.4929 0.1261 0.7267 -0.1357
P -2.6746 -0.9764 0.8791 -0.8938 -1.6771 -1.1000 0.5426
H -3.4583 -2.8632 0.4071 -0.2582 -0.2339 -0.4690 0.0108
C -0.8560 -0.4579 0.6004 -1.7846 0.9221 -0.1260 -0.4211
C 0.8186 -2.1909 0.7503 0.8340 -0.6743 0.4347 -0.3224
H 1.4736 -4.0508 0.8461 -0.3101 -0.3432 0.0883 0.0977
C -0.3994 -0.9317 -0.8040 0.3885 -1.7056 -0.1417 -0.2833
H 1.7572 -1.7041 0.5309 -0.1130 0.5411 -0.7268 0.1552
B 1.5156 4.8132 -1.8629 0.1135 0.2363 0.0134 -1.2680
C 0.9405 0.9565 -1.4334 0.7138 0.4831 0.5345 -0.1973
H -1.2029 1.4324 0.2678 0.2531 0.1439 0.1972 0.1233
H 2.8870 1.1461 -0.6057 0.4260 0.2283 -0.1325 0.0871
```
Positions in Å, forces in eV/Å.

Values from the calculation:
- E_LUMO (eV) = -1.251
- HOMO-LUMO gap (eV) = 8.81

---

3.
A single C5H8O2 molecule. Source: the Open Molecules 2025 dataset; level of theory: ωB97M-V with the def2-TZVPD basis set.

The geometry in XYZ format:
```
15
Properties=species:S:1:pos:R:3:forces:R:3:lowdin_charge:R:1
H -1.3376 0.0174 -1.6646 0.1006 -0.0681 0.1350 0.1264
H -0.7834 -1.5999 -1.1453 0.0059 0.1532 0.0071 0.1169
C 1.8897 -0.1305 -1.2345 0.1865 -0.2360 -0.0065 -0.0744
C -1.2087 -0.2213 0.5653 0.0798 -0.3350 0.0326 -0.3509
H -1.9213 1.5539 0.2630 -0.1771 -0.2156 0.1677 0.1003
H 1.9583 -0.7088 -2.1566 -0.0303 0.0920 0.1446 0.1152
C 0.2440 0.2199 0.8963 0.0591 0.0751 0.0873 -0.0259
H -1.5565 -1.0868 1.1285 0.0470 0.0167 -0.0543 0.1406
C -0.7798 -0.5336 -0.8991 -0.0491 -0.0258 -0.0177 -0.0236
H 0.3232 1.2532 1.2472 -0.0026 -0.0969 -0.0338 0.1255
H 2.8066 -0.0710 -0.6469 -0.1538 -0.0232 -0.0813 0.1153
H 0.7808 -0.4358 1.5915 -0.1109 0.1071 -0.1566 0.1184
O -2.2088 0.7521 0.7276 0.1342 0.4260 -0.2168 -0.0251
O 1.1600 1.0898 -1.3354 -0.0328 0.2541 -0.0931 -0.0129
C 0.5993 0.0374 -0.5769 -0.0565 -0.1236 0.0860 -0.4458
```
Positions in Å, forces in eV/Å.

Values from the calculation:
- E_LUMO (eV) = 0.919
- SMILES = O[C@H]1C[C@]2(CO2)C1
- ΔE to the lowest compared entry with this formula, charge and spin (kcal/mol) = 52.3
- HOMO-LUMO gap (eV) = 11.10

---

4.
A molecular structure, C11H20BiClIN2O2PSe at a distorted geometry. Source: the Open Molecules 2025 dataset; level of theory: ωB97M-V with the def2-TZVPD basis set.

The geometry in XYZ format:
```
40
Properties=species:S:1:pos:R:3:forces:R:3:lowdin_charge:R:1
H 3.1117 0.4209 4.6257 -0.1960 0.1394 -0.1632 0.1117
C -0.0393 0.3472 3.5883 -0.1113 -1.8133 1.9344 -0.6170
C 2.3532 0.9303 4.0216 0.7467 0.3299 -0.0166 -0.0197
H -1.1674 -0.9457 6.3843 -0.0070 -0.0055 -0.1519 0.1472
H 3.5710 -0.5208 -0.5780 -0.0343 0.1034 -0.2201 0.0599
H 2.4935 -2.9636 -2.4116 -0.2181 0.2711 0.1819 0.0772
C -0.5541 -0.5011 5.6163 0.0215 0.2260 -0.8140 0.0125
P 1.4523 -0.8971 -1.6860 0.8198 -0.0737 -1.4782 0.6430
H 0.9565 0.4274 -3.6685 0.0977 -0.1589 0.0048 0.0129
I -2.0010 2.1140 -3.8104 0.3625 0.3013 0.1508 0.7343
H 1.4276 -0.0667 6.4924 -0.0741 0.0362 -0.2471 0.1491
H 0.8257 -3.2464 -1.8400 0.1770 0.0360 0.0041 0.0579
H 1.9379 -1.0298 -4.0366 -0.2113 0.1076 0.1108 0.0707
C 0.7272 -0.0662 5.6671 -0.0144 0.1477 -0.4924 0.0111
H 3.1346 0.8575 -1.6251 0.0301 -0.2532 -0.0001 0.0276
H 0.1780 -1.1654 -3.7432 0.1630 0.0561 0.0093 0.0595
H -3.1146 -0.0497 4.2214 0.3063 -0.1617 -0.1322 0.1179
H -2.3327 -0.6903 2.7450 0.0510 0.0477 0.3032 0.0630
C 1.0944 -0.6378 -3.4537 -0.3014 0.1155 -0.0499 -0.2834
H 2.1383 -2.9890 -0.6624 -0.0450 -0.0286 -0.1785 0.0572
N 1.0513 0.4248 4.4089 -1.1246 -0.1684 -0.2577 -0.1166
H 2.4272 2.0119 4.1913 -0.0867 -0.2794 -0.0297 0.1165
H -4.7537 2.5825 -6.8742 0.2321 -0.0315 0.2605 0.1028
Se -0.1094 1.1338 1.9106 0.3839 1.4122 -0.2851 0.6086
H 3.7668 -0.6576 -2.3506 -0.3364 0.0331 0.1716 0.0761
N -1.0171 -0.2700 4.3209 1.0714 0.5227 0.0782 -0.1070
C -0.5024 -2.1257 0.5857 -0.7933 -2.6981 2.0683 -0.1272
C 1.7521 -2.6952 -1.6448 -0.4542 -0.1977 0.5834 -0.2518
H -2.4887 -1.7266 4.1942 0.0179 0.3447 -0.1820 0.1161
C -2.3155 -0.7010 3.8393 -0.6710 -0.1781 0.0160 -0.0045
H -3.0267 3.0404 -6.8628 -0.0631 0.0137 0.2431 0.0928
C 3.1447 -0.2358 -1.5480 -0.0796 0.4186 0.6644 -0.2398
H -4.1691 3.8305 -5.7375 0.1933 -0.1704 -0.0014 0.0945
C -3.9136 2.8906 -6.2384 0.0079 -0.0921 0.0572 -0.0737
C -3.6690 1.7997 -5.2241 -1.9036 -2.3914 -0.1594 -0.7774
H 2.5371 0.7240 2.9618 -0.1044 0.0186 0.3191 0.0715
Cl 0.7340 2.4304 -1.3241 -0.9004 -0.9287 0.5553 -0.1272
O -0.6376 -3.0217 1.2832 0.4853 2.2954 -1.7725 0.1166
Bi -0.7329 0.4680 -0.6514 1.2744 0.3814 -0.7442 0.9128
O -4.2704 0.7692 -5.0866 1.2885 2.2722 -0.3405 0.0244
```
Positions in Å, forces in eV/Å.

Values from the calculation:
- E_LUMO (eV) = -7.657
- total charge = +2
- ΔE to the lowest compared entry with this formula, charge and spin (kcal/mol) = 0.0
- HOMO-LUMO gap (eV) = 6.77

---

Number 1: highest occupied orbital energy -0.31359 hartree. Number 2: highest occupied orbital energy -0.36963 hartree. Number 3: highest occupied orbital energy -0.37414 hartree. Number 4: highest occupied orbital energy -0.53027 hartree.